This record from the OMol25 dataset describes the molecule C4H11N3O2. The level of theory is ωB97M-V with the def2-TZVPD basis set.

Cartesian coordinates (Å):
C: -0.763 -2.180 0.637
C: -0.675 0.196 0.195
N: -1.624 0.018 -0.856
N: -0.982 1.330 1.020
N: -0.235 -0.884 0.925
H: -1.454 0.670 -1.613
H: -0.832 2.194 0.511
H: -2.571 0.136 -0.513
H: -0.413 1.338 1.859
H: -0.086 -2.942 1.015
H: -0.997 -2.330 -0.417
H: -1.708 -2.231 1.205
C: 1.891 1.110 0.236
C: 1.039 0.170 -0.598
O: 0.959 0.666 -1.885
O: 1.318 -1.118 -0.551
H: 0.774 -0.108 -2.440
H: 1.867 0.808 1.281
H: 2.910 1.006 -0.140
H: 1.582 2.150 0.130

Atoms 1-2, force components in eV/Å:
0.3517 0.1134 -0.3316
-1.3650 -1.5115 2.0740

The calculation puts the HOMO-LUMO gap (alpha / beta) at 7.00 / 7.89 eV. The calculated total energy is -12888.0550 eV. The calculation puts the LUMO energy (alpha / beta) at -1.28 / -0.36 eV. The energy above the lowest of the compared OMol25 structures with the same formula, charge and spin comes out at 110.11 kcal per mole. The strongest force on any atom is 4.62 eV/A. As for the HOMO energy (alpha / beta): -8.284 / -8.248 eV.

=====

This record from the OMol25 dataset describes a structure of composition C2H5FO. The level of theory is ωB97M-V with the def2-TZVPD basis set.

Cartesian coordinates (Å):
C: 0.306 0.731 -0.228
C: -0.537 -0.449 0.017
O: -0.788 -0.663 1.394
F: -1.739 -0.474 -0.604
H: 0.001 1.570 0.555
H: 1.447 0.464 -0.032
H: 0.368 0.899 -1.305
H: 0.233 -1.522 -0.543
H: -1.483 -1.245 1.544

Atoms 1-2, force components in eV/Å:
2.3451 1.2009 1.9930
2.0516 -4.8898 0.2528

The calculation puts the HOMO-LUMO gap at 11.35 eV. The calculated total energy is -6918.4947 eV. The calculation puts the LUMO energy at 1.00 eV. The energy above the lowest of the compared OMol25 structures with the same formula, charge and spin comes out at 25.73 kcal per mole. The strongest force on any atom is 5.31 eV/A. As for the HOMO energy: -10.353 eV.

=====

This record from the OMol25 dataset describes a structure of composition C33H36N7O2Se2Yb. The level of theory is ωB97M-V with the def2-TZVPD basis set.

Cartesian coordinates (Å):
Yb: -0.489 -0.023 -0.366
C: 0.978 -1.853 1.172
N: 1.093 -1.612 -0.280
C: 0.638 -2.794 -1.050
C: 0.086 -2.355 -2.372
C: 0.341 -3.037 -3.557
C: -0.213 -2.547 -4.736
C: -1.004 -1.404 -4.692
C: -1.211 -0.800 -3.463
N: -0.690 -1.256 -2.307
C: 2.532 -1.384 -0.581
C: 2.598 -0.141 -1.377
C: 3.720 0.323 -2.048
C: 3.608 1.517 -2.752
C: 2.392 2.194 -2.755
C: 1.336 1.646 -2.044
N: 1.422 0.496 -1.348
C: -0.434 -2.037 1.662
C: -0.701 -2.466 2.959
C: -2.027 -2.651 3.343
C: -3.042 -2.393 2.428
C: -2.684 -1.962 1.163
N: -1.408 -1.787 0.767
H: 1.380 -0.987 1.715
H: 1.568 -2.735 1.458
H: -0.167 -3.353 -0.561
H: 1.436 -3.537 -1.178
H: 0.964 -3.923 -3.568
H: -0.028 -3.049 -5.681
H: -1.447 -0.992 -5.590
H: -1.817 0.094 -3.367
H: 3.008 -2.208 -1.126
H: 3.128 -1.224 0.328
H: 4.652 -0.229 -2.031
H: 4.458 1.917 -3.297
H: 2.267 3.123 -3.297
H: 0.363 2.124 -2.012
H: 0.106 -2.663 3.657
H: -2.266 -2.992 4.345
H: -4.084 -2.523 2.693
H: -3.430 -1.740 0.406
Se: -2.355 3.425 -1.068
Se: -1.614 2.575 -3.166
C: -2.586 0.939 -2.900
C: -3.705 0.659 -3.691
C: -4.401 -0.535 -3.492
C: -3.975 -1.431 -2.509
C: -2.854 -1.116 -1.737
N: -2.189 0.051 -1.948
C: -0.564 3.403 -0.374
C: 0.097 4.609 -0.119
C: 1.397 4.581 0.391
C: 2.021 3.356 0.637
C: 1.329 2.172 0.368
N: 0.063 2.221 -0.127
H: -4.030 1.356 -4.452
H: -5.267 -0.766 -4.098
H: -4.507 -2.360 -2.347
H: -2.511 -1.800 -0.972
H: -0.391 5.556 -0.310
H: 1.920 5.507 0.595
H: 3.028 3.324 1.031
H: 1.798 1.215 0.553
O: -1.885 0.872 2.690
C: -0.693 0.506 2.628
O: 0.123 0.359 1.658
C: 0.023 0.154 3.966
N: 1.502 -0.181 3.681
C: 2.356 0.841 4.318
C: 1.419 2.002 4.574
C: 0.105 1.326 4.930
H: -0.428 -0.736 4.416
H: 1.494 -0.057 2.633
H: 1.728 -1.163 3.846
H: 3.185 1.080 3.647
H: 2.732 0.407 5.250
H: 1.303 2.607 3.667
H: 1.781 2.657 5.373
H: -0.739 2.018 4.853
H: 0.144 0.957 5.963
H: -1.785 0.635 0.983

Atoms 1-2, force components in eV/Å:
-3.4326 1.7001 -1.1676
0.7317 -1.5993 0.6253

The calculation puts the HOMO-LUMO gap (alpha / beta) at 4.77 / 4.77 eV. As for the expectation value of S²: 0.7512. The calculated total energy is -211531.1748 eV. The calculation puts the LUMO energy (alpha / beta) at -5.58 / -5.58 eV. As for the multiplicity: 2. The strongest force on any atom is 10.52 eV/A. Its charge is +2. As for the HOMO energy (alpha / beta): -10.358 / -10.352 eV.

=====

This record from the OMol25 dataset describes a cluster of 2 separate species, C5H10IP in total. The level of theory is ωB97M-V with the def2-TZVPD basis set.

Cartesian coordinates (Å):
C: 1.028 1.678 -0.172
C: 0.950 0.566 0.830
C: 0.643 0.311 -0.600
C: -1.199 -1.834 -1.043
C: -1.267 -0.388 -1.028
P: -0.357 0.341 2.160
I: 2.245 -0.773 -1.600
H: 0.397 2.519 -0.055
H: 2.054 1.844 -0.319
H: 1.865 0.396 1.320
H: -0.753 -2.015 -0.048
H: -0.556 -2.210 -1.870
H: -2.233 -2.170 -0.987
H: -1.869 0.251 -0.281
H: -1.291 -0.082 -2.048
H: -0.367 1.651 2.610
H: 0.711 -0.085 3.129

Atoms 1-2, force components in eV/Å:
-0.5080 -0.6575 0.4242
-1.6932 0.0192 1.0128

The calculation puts the HOMO-LUMO gap at 9.53 eV. The calculated total energy is -22732.4376 eV. The calculation puts the LUMO energy at 0.54 eV. The energy above the lowest of the compared OMol25 structures with the same formula, charge and spin comes out at 69.63 kcal per mole. The strongest force on any atom is 5.23 eV/A. As for the HOMO energy: -8.984 eV.

=====

This record from the OMol25 dataset describes a structure of composition C5H20N10O5Tl. The level of theory is ωB97M-V with the def2-TZVPD basis set.

Cartesian coordinates (Å):
Tl: -0.697 0.258 0.251
C: 1.772 -0.264 1.602
O: 0.592 0.014 1.496
N: 2.292 -1.047 2.498
N: 2.668 0.323 0.857
H: 3.276 -1.170 2.307
H: 1.821 -1.290 3.359
H: 2.232 0.873 0.130
H: 3.662 0.156 0.791
C: 0.252 -2.480 0.691
O: -0.208 -1.392 0.429
N: -0.266 -3.559 0.275
N: 1.420 -2.572 1.169
H: -1.273 -3.565 0.199
H: 0.165 -4.430 0.550
H: 1.853 -1.666 1.275
H: 1.762 -3.440 1.557
C: -0.022 0.946 -2.478
O: -0.050 1.053 -1.200
N: 0.827 1.436 -3.272
N: -0.979 0.392 -3.178
H: 1.654 1.880 -2.899
H: 0.744 1.299 -4.269
H: -1.816 0.044 -2.733
H: -0.815 0.357 -4.174
C: 0.150 2.110 2.257
O: -0.442 1.572 1.356
N: 0.907 1.410 3.032
N: 0.275 3.372 2.521
H: 1.382 2.058 3.643
H: 1.232 0.476 2.827
H: 0.856 3.681 3.287
H: 0.037 4.069 1.830
C: -2.861 0.021 -1.673
O: -2.070 0.341 -0.867
N: -3.449 -1.090 -1.626
N: -3.214 0.820 -2.587
H: -2.989 -1.766 -1.033
H: -4.282 -1.389 -2.112
H: -2.630 1.635 -2.707
H: -3.767 0.524 -3.378

Atoms 1-2, force components in eV/Å:
-10.5143 -0.5209 -0.6773
1.7123 2.8866 -0.4401

The calculation puts the HOMO-LUMO gap at 10.88 eV. The calculated total energy is -35295.9749 eV. The calculation puts the LUMO energy at -8.29 eV. The energy above the lowest of the compared OMol25 structures with the same formula, charge and spin comes out at 529.48 kcal per mole. The strongest force on any atom is 16.19 eV/A. Its charge is +3. As for the HOMO energy: -19.172 eV.